82
Properties=species:S:1:pos:R:3:forces:R:3:lowdin_spin:R:1 method="wB97M-V/def2-TZVPD" spin_multiplicity=5 de_lowest_ev=0.2381 charge=-1 total_energy_ev=-85457.1288 homo_energy_ev="-3.84 / -4.85"
Pt -0.1352 -0.5371 0.0702 -0.1 0.2 0.0 1.375
C -0.0710 3.0986 -1.5156 0.0 0.0 -0.1 0.018
C -1.5309 2.9759 -1.1901 0.0 0.0 0.0 0.010
C -2.2693 4.0916 -0.8139 0.0 0.0 0.0 0.000
C -3.6250 3.9872 -0.5462 0.0 0.0 0.0 0.006
C -4.2517 2.7597 -0.6872 0.0 0.0 0.0 0.000
C -3.5423 1.6233 -1.0591 0.1 0.0 0.0 0.005
C -4.2389 0.3057 -1.2241 0.1 0.0 0.0 0.001
C -2.1598 1.7263 -1.2794 -0.1 0.0 0.0 0.007
N -1.3784 0.5787 -1.5195 0.0 -0.1 -0.1 0.109
C -1.5355 -0.0557 -2.6834 -0.1 0.1 0.0 0.008
O -2.2420 0.2809 -3.6436 0.1 0.0 0.1 0.012
C -0.7347 -1.3388 -2.7981 0.0 0.0 0.0 0.008
C -0.8240 -2.1772 -3.8971 0.0 0.0 0.0 0.002
C -0.0717 -3.3443 -3.8941 0.0 0.0 0.0 0.001
C 0.7526 -3.6410 -2.8184 0.0 0.0 0.0 0.002
C 0.7954 -2.7492 -1.7588 0.0 0.0 0.0 0.008
N 0.0639 -1.6452 -1.7876 0.1 0.0 0.0 0.096
C 1.7271 -2.9279 -0.5711 0.0 0.0 0.1 0.007
O 2.5387 -3.8618 -0.6093 0.0 0.1 0.0 0.009
N 1.5800 -1.9985 0.3729 0.0 -0.1 -0.2 0.097
C 2.5690 -1.8572 1.3594 0.0 0.0 0.1 0.008
C 3.8874 -1.4980 1.0190 -0.1 0.0 0.1 0.007
C 4.3367 -1.4265 -0.4120 0.0 0.0 0.0 0.001
C 4.7920 -1.2170 2.0375 0.0 0.0 0.0 0.001
C 4.4257 -1.2966 3.3715 0.0 0.0 0.0 0.006
C 3.1388 -1.6951 3.6987 0.0 0.0 0.0 0.002
C 2.2069 -1.9898 2.7106 0.1 0.0 0.0 0.008
C 0.8393 -2.4950 3.0644 0.0 0.0 0.0 0.004
H 0.2277 4.1483 -1.5575 0.0 0.0 0.0 0.000
H 0.5342 2.5935 -0.7616 0.1 0.0 0.0 0.019
H 0.1503 2.6238 -2.4751 0.0 0.0 0.0 0.001
H -1.7712 5.0529 -0.7374 0.0 0.0 0.0 0.000
H -4.1916 4.8577 -0.2370 0.0 0.0 0.0 0.000
H -5.3154 2.6702 -0.4906 0.0 0.0 0.0 0.000
H -5.2054 0.3057 -0.7166 0.0 0.0 0.0 0.000
H -4.3925 0.0984 -2.2854 0.0 0.0 0.0 0.000
H -3.6286 -0.5097 -0.8295 -0.1 0.1 -0.1 0.000
H -1.4781 -1.8975 -4.7108 0.0 0.0 0.0 0.001
H -0.1280 -4.0245 -4.7357 0.0 0.0 0.0 0.000
H 1.3667 -4.5291 -2.7724 0.0 0.0 0.0 0.001
H 3.5417 -1.0472 -1.0562 0.0 0.0 0.0 0.000
H 5.2183 -0.7863 -0.5081 0.0 0.0 0.0 0.000
H 4.5785 -2.4243 -0.7832 0.0 0.0 0.0 0.000
H 5.8030 -0.9235 1.7708 0.0 0.0 0.0 0.000
H 5.1415 -1.0601 4.1502 0.0 0.0 0.0 0.000
H 2.8449 -1.7879 4.7392 0.0 0.0 0.0 0.000
H 0.6161 -2.3259 4.1199 0.0 0.0 0.0 0.000
H 0.0709 -2.0324 2.4474 0.0 0.0 0.0 0.000
H 0.7694 -3.5685 2.8657 0.0 0.0 0.0 0.001
C -2.6415 -2.5347 2.4962 0.0 0.0 0.0 -0.001
C -2.7055 -2.2508 0.9954 -0.1 0.2 0.0 0.018
C -3.5081 -3.3342 0.2742 0.0 0.0 0.0 0.013
O -1.4492 -2.1997 0.4165 0.2 -0.1 0.0 0.233
H -3.6425 -2.6129 2.9350 0.0 0.0 0.0 0.000
H -2.1037 -1.7406 3.0175 0.0 0.0 0.0 0.000
H -2.1069 -3.4736 2.6669 0.0 0.0 0.0 0.000
H -3.2500 -1.3015 0.8617 0.1 -0.1 0.0 0.003
H -2.9995 -4.2960 0.3822 0.0 0.0 0.0 0.000
H -3.5681 -3.1001 -0.7904 0.0 0.0 0.0 0.000
H -4.5227 -3.4250 0.6758 0.0 0.0 0.0 0.003
Te 0.0642 1.3086 1.8688 0.0 -0.3 0.0 0.668
C -1.7867 1.8026 2.6514 0.0 0.1 0.0 0.055
C -2.0254 2.8900 3.4616 0.0 0.0 0.0 0.057
C -3.3849 3.0228 3.8200 0.0 0.0 0.0 0.004
C -4.1591 2.0358 3.2751 0.0 0.0 0.0 0.057
S -3.2408 0.9556 2.3344 0.0 0.1 0.0 0.011
H -1.2426 3.5665 3.7771 0.0 0.0 0.0 0.003
H -3.7746 3.8122 4.4478 0.0 0.0 0.0 -0.001
H -5.2245 1.9023 3.3853 0.0 0.0 0.0 0.003
F 5.4904 4.0070 -3.3785 0.1 0.1 -0.1 0.067
C 4.7357 3.2585 -2.5947 0.0 0.0 0.0 0.206
C 3.9409 2.2591 -3.1629 0.0 0.0 0.0 -0.014
F 3.9759 2.0882 -4.4821 0.0 0.0 0.0 -0.018
C 3.1579 1.4842 -2.3555 0.0 0.0 0.0 0.151
F 2.4027 0.5366 -2.8602 0.0 0.0 -0.1 0.049
C 3.1270 1.6698 -0.9165 0.1 -0.1 -0.1 0.070
O 2.4216 0.9711 -0.1950 -0.1 0.1 0.2 0.360
C 3.9791 2.7179 -0.3934 0.0 0.1 0.0 0.146
F 3.9692 2.9202 0.9073 0.1 0.0 0.1 0.045
C 4.7505 3.4877 -1.2141 0.0 0.0 0.0 -0.011
F 5.5257 4.4625 -0.7389 0.0 0.0 0.0 -0.017